{
  "formula": "C36H54F18O36S6",
  "method": "ωB97M-V with the def2-TZVPD basis set",
  "species": ["C", "C", "O", "C", "O", "C", "F", "F", "F", "H", "H", "H", "H", "H", "C", "C", "O", "C", "O", "C", "F", "F", "F", "H", "H", "H", "H", "H", "C", "C", "O", "C", "O", "C", "F", "F", "F", "H", "H", "H", "H", "H", "C", "C", "O", "C", "O", "C", "F", "F", "F", "H", "H", "H", "H", "H", "C", "C", "O", "C", "O", "C", "F", "F", "F", "H", "H", "H", "H", "H", "C", "C", "O", "C", "O", "C", "F", "F", "F", "H", "H", "H", "H", "H", "O", "S", "O", "O", "C", "C", "O", "H", "H", "H", "H", "O", "S", "O", "O", "C", "C", "O", "H", "H", "H", "H", "O", "S", "O", "O", "C", "C", "O", "H", "H", "H", "H", "O", "S", "O", "O", "C", "C", "O", "H", "H", "H", "H", "O", "S", "O", "O", "C", "C", "O", "H", "H", "H", "H", "O", "S", "O", "O", "C", "C", "O", "H", "H", "H", "H"],
  "positions_angstrom": [[-5.61049, -5.28679, 2.43982], [-4.37124, -5.82129, 1.72657], [-3.95636, -6.97433, 2.47382], [-3.28652, -7.90529, 1.82040], [-2.96647, -7.86606, 0.66369], [-2.88014, -9.06838, 2.74561], [-4.00402, -9.63401, 3.23098], [-2.16866, -9.98040, 2.12255], [-2.17442, -8.60425, 3.78576], [-6.41651, -6.01914, 2.41039], [-5.91410, -4.33923, 1.99829], [-5.39719, -5.15643, 3.50231], [-3.60632, -5.04967, 1.65470], [-4.67797, -6.13590, 0.72938], [0.13639, 0.93754, 4.18863], [-0.60074, 2.13957, 3.66374], [0.30703, 3.05963, 3.05827], [-0.19881, 4.04861, 2.36391], [-1.36191, 4.22588, 2.10887], [0.88926, 5.01880, 1.85037], [2.11576, 4.52831, 2.03289], [0.74652, 5.24430, 0.53840], [0.76480, 6.17191, 2.50522], [-0.56144, 0.11906, 4.34978], [0.68877, 1.18536, 5.09436], [0.87830, 0.57802, 3.47108], [-1.28180, 2.57197, 4.40670], [-1.38596, 1.89738, 2.93486], [4.83454, 1.57371, -2.83295], [4.77254, 0.10022, -2.49306], [5.95852, -0.29895, -1.79122], [5.90827, -0.35857, -0.47938], [4.92431, -0.23948, 0.20333], [7.26445, -0.69442, 0.15658], [7.12327, -1.68294, 1.03724], [8.18063, -1.04648, -0.74515], [7.71883, 0.38684, 0.81695], [4.77236, 2.22040, -1.95589], [3.96420, 1.83404, -3.43484], [5.76853, 1.77808, -3.35552], [4.65061, -0.49893, -3.38693], [3.92288, -0.09385, -1.84121], [-1.07786, -3.95069, 4.83986], [-2.56893, -3.92976, 4.57315], [-3.23083, -4.32484, 5.77796], [-4.34634, -3.69780, 6.14454], [-4.95841, -2.88987, 5.51746], [-4.75516, -4.16093, 7.55522], [-4.55472, -5.46804, 7.73177], [-4.03445, -3.48839, 8.46730], [-6.04277, -3.89729, 7.77081], [-0.78459, -3.14378, 5.51611], [-0.51733, -3.77764, 3.91891], [-0.73736, -4.88350, 5.28803], [-2.80086, -4.69851, 3.83328], [-2.80809, -2.95080, 4.15900], [5.62688, 8.22824, -3.49019], [4.23784, 8.04807, -4.08235], [3.45313, 7.12675, -3.29546], [3.74534, 5.84424, -3.33003], [4.60922, 5.32970, -3.98494], [2.90547, 5.05054, -2.30888], [2.52772, 3.88308, -2.83642], [3.65845, 4.79780, -1.23145], [1.80415, 5.70340, -1.93587], [6.09507, 7.25351, -3.36363], [5.52139, 8.65578, -2.48984], [6.27002, 8.88300, -4.07093], [4.28335, 7.60888, -5.07950], [3.68202, 8.97875, -4.06346], [-1.02347, -2.06871, 1.34315], [-1.28064, -1.29431, 0.07083], [-0.33756, -0.20931, 0.11324], [-0.44136, 0.70768, -0.83097], [-1.35184, 0.86121, -1.59159], [0.82072, 1.61028, -0.85503], [1.82417, 0.94628, -1.43496], [0.54145, 2.67213, -1.62600], [1.18007, 2.04844, 0.34616], [-1.70918, -2.91716, 1.38483], [-1.16258, -1.45219, 2.22990], [-0.00353, -2.45321, 1.29935], [-2.29314, -0.88706, 0.00160], [-1.31200, -1.94236, -0.80589], [1.34026, -2.08717, -1.41205], [2.36188, -2.77928, -2.11565], [3.59293, -3.08122, -1.46202], [1.84547, -4.09871, -2.85061], [2.22870, -4.12300, -4.24964], [3.13571, -2.92166, -4.43834], [2.64414, -1.97507, -3.48963], [2.66475, -5.08282, -4.51102], [1.28624, -4.00525, -4.78457], [3.01858, -2.48629, -5.42751], [4.19711, -3.10561, -4.25908], [-3.13017, -0.07191, 3.90506], [-4.14674, 0.50239, 3.09352], [-5.49662, 0.06867, 3.19732], [-4.00138, 2.10625, 3.23018], [-4.37079, 2.75473, 2.00854], [-4.03649, 1.73827, 0.88985], [-3.69780, 0.54215, 1.56880], [-5.44759, 2.93813, 2.05631], [-3.83172, 3.69545, 1.99400], [-3.17135, 2.11316, 0.34501], [-4.89010, 1.58965, 0.23533], [-0.83751, 3.49850, -4.71741], [-1.69834, 4.43254, -4.07188], [-2.75239, 5.00140, -4.83971], [-2.25247, 3.80236, -2.68742], [-1.96348, 4.66905, -1.57416], [-1.47941, 5.98006, -2.17595], [-0.82156, 5.56692, -3.36985], [-2.85237, 4.80045, -0.96243], [-1.16331, 4.18981, -1.01554], [-0.85344, 6.57636, -1.51867], [-2.30752, 6.63663, -2.46784], [6.01216, 2.51961, 4.87353], [4.95056, 3.26297, 4.28484], [4.43100, 4.41301, 4.92406], [5.36708, 3.61930, 2.77335], [4.89181, 2.66314, 1.82351], [4.07880, 1.63865, 2.63174], [3.74458, 2.26304, 3.87173], [4.29366, 3.21807, 1.10035], [5.71372, 2.19219, 1.28966], [4.64919, 0.72967, 2.82012], [3.14619, 1.37856, 2.13782], [-5.31205, -2.09561, -0.20157], [-4.47882, -2.37594, -1.31523], [-3.89425, -1.28118, -2.01792], [-3.28402, -3.34621, -0.80897], [-2.95222, -4.26233, -1.85558], [-4.31900, -4.67545, -2.34487], [-5.08641, -3.47542, -2.33933], [-2.34452, -3.75470, -2.60894], [-2.38060, -5.07522, -1.41341], [-4.80228, -5.38139, -1.66051], [-4.30824, -5.22688, -3.28490], [-0.65631, -0.55655, -7.38730], [0.17242, -1.17419, -6.40658], [1.15234, -2.12047, -6.83119], [0.83590, -0.09229, -5.44428], [0.10456, 0.06428, -4.22323], [-1.16795, -0.75466, -4.40160], [-0.77983, -1.81840, -5.27831], [0.70211, -0.32560, -3.40175], [-0.14738, 1.10959, -4.05423], [-1.97894, -0.18247, -4.85962], [-1.58957, -1.09853, -3.45880]],
  "forces_ev_per_angstrom": [[0.462, -0.248, 0.340], [-1.634, 0.300, -0.100], [0.375, -0.231, 0.296], [0.614, 0.362, -0.720], [-0.094, -0.119, 0.137], [-0.756, 0.309, 0.637], [0.268, -0.100, -0.071], [0.081, -0.121, -0.216], [0.041, -0.030, -0.073], [-0.064, 0.071, -0.293], [-0.101, -0.014, 0.055], [0.073, 0.317, -0.058], [0.354, -0.306, 0.098], [0.369, -0.030, -0.095], [0.534, 0.085, -0.264], [-1.899, -0.779, -0.359], [0.514, 0.530, 0.432], [-0.408, -0.313, -0.203], [0.097, 0.124, -0.056], [0.219, -0.441, 0.120], [-0.016, 0.201, 0.087], [-0.249, 0.076, 0.088], [0.129, 0.093, -0.100], [-0.093, 0.115, 0.254], [-0.140, -0.111, 0.111], [-0.100, 0.096, -0.135], [0.827, 0.603, 0.338], [0.602, -0.416, -0.397], [0.040, -0.058, 0.087], [-0.965, 0.640, 0.503], [0.802, -0.095, -0.244], [-1.078, -0.445, -0.024], [0.367, 0.336, 0.099], [0.370, 0.101, 0.025], [-0.005, 0.027, -0.087], [-0.045, -0.002, 0.126], [-0.072, -0.071, -0.091], [0.155, -0.182, 0.154], [0.175, -0.022, -0.264], [-0.160, 0.204, -0.175], [0.477, -0.212, 0.012], [0.008, -0.119, -0.073], [0.383, 0.229, 0.272], [1.094, -0.481, -0.748], [-0.275, 0.469, 0.448], [0.251, -0.137, -0.466], [-0.056, 0.065, 0.037], [-0.216, 0.142, 0.156], [0.019, 0.044, 0.032], [0.004, -0.127, -0.055], [0.112, -0.054, -0.021], [-0.158, -0.024, 0.053], [-0.137, -0.122, -0.088], [-0.121, -0.084, -0.100], [-0.171, 0.093, -0.033], [-0.728, 0.017, 0.488], [-0.401, -0.284, 0.730], [0.654, -0.414, -0.414], [-0.577, 0.230, 0.690], [0.804, 0.313, -0.279], [-0.358, -0.199, 0.105], [-0.324, -0.137, -0.472], [0.187, 0.129, 0.006], [-0.074, 0.032, 0.153], [0.169, -0.021, 0.143], [0.179, 0.074, -0.203], [0.076, 0.083, -0.055], [-0.113, -0.017, -0.218], [0.022, 0.337, -0.119], [-0.171, -0.069, -0.147], [-0.095, -0.307, -0.423], [-1.527, -0.094, 0.819], [0.459, 0.025, -0.899], [-0.021, -0.251, 0.567], [0.089, -0.049, -0.211], [-0.880, 0.202, -0.903], [0.205, 0.078, 0.334], [0.170, -0.089, 0.297], [0.233, -0.110, 0.157], [-0.001, 0.020, 0.072], [0.016, 0.054, -0.016], [0.012, -0.005, 0.205], [0.127, 0.321, 0.558], [1.297, 0.313, -0.265], [-0.232, -0.337, -0.264], [0.924, -0.036, -0.891], [-0.337, 0.146, -0.144], [-0.069, 0.092, 0.707], [-0.632, 0.087, -0.079], [0.329, 0.041, -0.645], [-0.280, 0.018, 0.912], [0.196, 0.023, 0.267], [0.173, 0.108, -0.226], [-0.100, 0.010, 0.051], [-0.097, -0.211, 0.184], [-0.086, -0.127, -0.381], [-0.019, 1.459, -0.190], [0.346, 0.236, -0.066], [-0.094, -0.665, 0.675], [-0.936, -0.258, 0.424], [-0.002, 1.201, 0.347], [0.476, -1.268, -0.212], [0.091, 0.116, -0.122], [0.176, -0.097, -0.229], [0.065, -0.497, -0.196], [0.074, -0.176, -0.101], [-0.052, 0.235, 0.524], [0.164, -0.556, 0.060], [-0.037, 0.104, 0.554], [-0.083, 0.490, -0.796], [0.312, -0.018, 0.180], [-1.089, 0.408, -0.057], [0.495, -0.079, -0.408], [-0.049, -0.100, -0.046], [-0.074, 0.044, 0.180], [0.528, -0.372, -0.179], [-0.098, -0.202, 0.067], [-0.219, 0.025, 0.040], [0.031, -0.708, -0.937], [-0.162, -0.059, -0.058], [0.067, 0.246, 0.582], [-0.348, -0.021, -0.133], [0.015, -0.420, -0.340], [0.478, 0.883, 0.407], [-0.142, -0.067, 0.093], [0.165, 0.023, 0.243], [0.040, 0.044, 0.013], [-0.004, 0.020, 0.026], [-0.217, -0.477, -0.394], [1.125, -0.590, 0.174], [-0.391, -0.411, -0.367], [-0.391, 0.554, 0.310], [0.143, -0.170, 0.078], [0.072, -1.262, 0.456], [-0.303, 1.159, -0.024], [-0.119, -0.017, -0.095], [-0.085, -0.024, 0.011], [0.200, 0.208, 0.268], [-0.111, 0.841, -0.436], [0.399, 0.010, 0.338], [-0.702, 0.154, -0.013], [-0.198, 0.126, 0.486], [0.225, -0.222, -0.613], [-0.675, 0.136, 0.572], [-0.588, 0.746, 0.138], [0.494, -0.477, -0.198], [0.177, -0.020, -0.133], [0.222, 0.062, -0.169], [0.224, 0.077, -0.251], [0.361, -0.507, -0.065]],
  "lumo_energy_ev": -0.04,
  "homo_ev": -10.9,
  "max_force_ev_per_a": 2.08,
  "smiles": "CCOC(=O)C(F)(F)F.CCOC(=O)C(F)(F)F.CCOC(=O)C(F)(F)F.CCOC(=O)C(F)(F)F.CCOC(=O)C(F)(F)F.CCOC(=O)C(F)(F)F.O=S1(=O)OCCO1.O=S1(=O)OCCO1.O=S1(=O)OCCO1.O=S1(=O)OCCO1.O=S1(=O)OCCO1.O=S1(=O)OCCO1",
  "total_energy_ev": -225841.4083,
  "charge": 0,
  "e_above_lowest_kj_mol": 0.00
}